[1]
{"formula": "C29H32AsN3O3SZr", "method": "wB97M-V/def2-TZVPD", "e_tot_ev": -114151.6444, "spin_multiplicity": 1, "charge": 2, "homo_ev": -13.581, "elements": ["Zr", "C", "C", "C", "C", "C", "C", "C", "H", "H", "H", "H", "H", "H", "H", "H", "S", "C", "C", "C", "C", "C", "C", "As", "C", "C", "C", "C", "C", "C", "C", "C", "C", "C", "C", "C", "H", "H", "H", "H", "H", "H", "H", "H", "H", "H", "H", "H", "H", "H", "N", "C", "C", "O", "O", "H", "H", "H", "H", "C", "N", "C", "N", "O", "H", "H", "H", "H", "H", "H"], "coordinates": [[0.43739, 0.30305, 1.56794], [2.82302, 2.69552, -0.36195], [1.96808, 2.55141, 0.85353], [0.61565, 2.93468, 0.84099], [-0.15016, 2.92246, 2.01015], [0.41409, 2.48614, 3.20736], [1.73840, 2.04363, 3.22074], [2.50038, 2.06315, 2.05511], [3.38118, 3.63131, -0.27003], [2.22996, 2.74858, -1.26973], [3.53965, 1.87982, -0.44367], [0.17379, 3.26281, -0.09180], [-1.19082, 3.21292, 1.97427], [-0.18457, 2.44720, 4.10688], [2.16666, 1.66090, 4.13664], [3.51960, 1.69836, 2.07023], [-2.02597, 0.24794, 1.84426], [-2.98994, 0.86086, 0.47119], [-4.30254, 1.24253, 0.72287], [-5.10283, 1.67390, -0.32536], [-4.61018, 1.71538, -1.62293], [-3.30162, 1.33352, -1.87687], [-2.48625, 0.92229, -0.82811], [-0.69882, 0.28594, -1.07068], [-0.93238, -1.43242, -1.91086], [-1.46425, -2.46637, -1.14125], [-1.71684, -3.69818, -1.72363], [-1.43625, -3.90148, -3.06984], [-0.91785, -2.86817, -3.83425], [-0.66706, -1.62824, -3.26018], [0.17939, 1.38247, -2.36447], [1.35577, 0.89253, -2.93272], [2.04032, 1.67320, -3.85338], [1.57080, 2.93719, -4.18867], [0.41102, 3.42836, -3.60614], [-0.29383, 2.64820, -2.69533], [-4.69773, 1.19507, 1.72900], [-6.12333, 1.97217, -0.12524], [-5.24598, 2.03936, -2.43551], [-2.91999, 1.34693, -2.89049], [-1.68993, -2.31242, -0.09354], [-2.13899, -4.49904, -1.13106], [-1.63109, -4.86344, -3.52475], [-0.71637, -3.01985, -4.88635], [-0.28052, -0.82794, -3.87616], [1.74859, -0.08191, -2.66069], [2.94646, 1.29411, -4.30795], [2.10780, 3.53894, -4.90990], [0.04417, 4.41146, -3.86996], [-1.21048, 3.02808, -2.26131], [3.06360, -2.10215, -1.56070], [2.35799, -2.67863, -0.43230], [1.70652, -1.61485, 0.39025], [2.19605, -0.42726, 0.46218], [0.62934, -1.81548, 1.02672], [3.21598, -2.80794, -2.26925], [3.96837, -1.73517, -1.29574], [2.97473, -3.27438, 0.25667], [1.55378, -3.32813, -0.78008], [0.61431, -3.31809, 5.84206], [0.93285, -2.15572, 5.01823], [0.12709, -1.65362, 4.09717], [-1.05357, -2.19950, 3.85186], [0.50999, -0.59849, 3.45267], [1.44340, -3.49430, 6.51939], [0.48207, -4.20695, 5.22472], [-0.28034, -3.13594, 6.43825], [1.80548, -1.67366, 5.15311], [-1.37977, -3.00433, 4.35960], [-1.65348, -1.78836, 3.14884]], "lowdin_charge": [1.51, 0.01, -0.29, -0.07, -0.12, -0.11, -0.09, -0.06, 0.12, 0.06, 0.10, 0.12, 0.13, 0.14, 0.13, 0.15, 0.63, -0.63, -0.10, -0.05, -0.05, -0.09, -0.40, 1.32, -0.35, -0.12, -0.06, -0.06, -0.06, -0.09, -0.40, -0.13, -0.06, -0.05, -0.06, -0.12, 0.11, 0.12, 0.12, 0.12, 0.09, 0.11, 0.12, 0.12, 0.10, 0.09, 0.12, 0.12, 0.12, 0.10, 0.04, -0.16, -0.59, -0.13, -0.14, 0.09, 0.09, 0.14, 0.13, -0.03, 0.06, -0.52, 0.24, -0.21, 0.10, 0.10, 0.10, 0.16, 0.13, 0.04]}


[2]
{"formula": "C29H32BrN2O8PS2Sc", "method": "wB97M-V/def2-TZVPD", "e_tot_ev": -171668.2908, "spin_multiplicity": 1, "charge": -1, "homo_ev": -5.279, "elements": ["Sc", "N", "C", "C", "C", "O", "O", "H", "H", "H", "H", "H", "H", "O", "C", "O", "C", "N", "C", "C", "C", "H", "H", "H", "H", "H", "H", "H", "H", "H", "Br", "C", "C", "C", "C", "C", "C", "C", "O", "O", "H", "H", "H", "H", "S", "P", "S", "C", "C", "C", "C", "C", "C", "C", "C", "C", "C", "C", "C", "H", "H", "H", "H", "H", "H", "H", "H", "H", "H", "C", "C", "O", "O", "H", "H", "H"], "coordinates": [[-1.11804, 0.41362, 0.79477], [-2.82390, 0.54797, 2.40353], [-2.53942, 0.60355, 3.84599], [-1.41529, -0.35657, 4.22017], [-0.05549, 0.13759, 3.73205], [0.85562, 0.31246, 4.51529], [0.00745, 0.36779, 2.45200], [-3.50473, 1.24379, 2.12000], [-3.22876, -0.35288, 2.15666], [-3.43468, 0.37070, 4.43090], [-2.24697, 1.62669, 4.09174], [-1.61312, -1.33682, 3.77559], [-1.36919, -0.47037, 5.30172], [-0.59518, -1.08080, -0.70079], [-1.20923, -2.00555, -0.09127], [-1.74379, -1.80869, 1.02285], [-1.29386, -3.37691, -0.73769], [-0.72229, -3.29479, -2.11959], [-1.76633, -3.74330, -3.08829], [-3.07505, -3.49531, -2.35951], [-2.73105, -3.88015, -0.91839], [-0.66051, -4.04399, -0.15195], [0.11220, -3.92911, -2.23209], [-0.42431, -2.32102, -2.27319], [-1.58409, -4.80509, -3.26141], [-1.64641, -3.20860, -4.02595], [-3.88692, -4.09134, -2.77451], [-3.35036, -2.44174, -2.41546], [-2.75957, -4.96283, -0.78660], [-3.38933, -3.42355, -0.18264], [-1.43671, -0.29384, -4.19246], [-1.75755, 1.46189, -3.54608], [-1.20136, 2.49678, -4.28376], [-1.38394, 3.80657, -3.87812], [-2.10667, 4.07846, -2.72638], [-2.62418, 3.03404, -1.98219], [-2.46968, 1.70742, -2.38048], [-3.08225, 0.63070, -1.51187], [-3.72753, -0.27472, -2.01082], [-2.88024, 0.78826, -0.24100], [-0.61735, 2.26745, -5.16413], [-0.93993, 4.61020, -4.45068], [-2.24183, 5.09987, -2.39430], [-3.15787, 3.22642, -1.06012], [1.50200, -5.43430, -2.77281], [2.60932, -4.16893, -1.66160], [2.11688, -3.97346, 0.24108], [2.55658, -2.53133, -2.49220], [2.66307, -2.45255, -3.88255], [2.60486, -1.22248, -4.51640], [2.42100, -0.06176, -3.77117], [2.30778, -0.12995, -2.39251], [2.38844, -1.36465, -1.75515], [4.37341, -4.62423, -1.83384], [4.81238, -5.45908, -2.85419], [6.16423, -5.74923, -2.98691], [7.08318, -5.20412, -2.10278], [6.64762, -4.37097, -1.08007], [5.29844, -4.08393, -0.94401], [2.77127, -3.36237, -4.46093], [2.68532, -1.16926, -5.59580], [2.34766, 0.89957, -4.26549], [2.12864, 0.77298, -1.82121], [2.29176, -1.43227, -0.67887], [4.08544, -5.88808, -3.53257], [6.49792, -6.40571, -3.78133], [8.13729, -5.43161, -2.20577], [7.36024, -3.94796, -0.38289], [4.94702, -3.45204, -0.13737], [0.11089, 4.18037, 0.26155], [0.40237, 2.94901, -0.57535], [1.06290, 3.01229, -1.59456], [-0.08295, 1.84757, -0.08122], [0.49307, 5.07239, -0.22835], [0.58141, 4.06158, 1.23883], [-0.96473, 4.27137, 0.42203]], "lowdin_charge": [1.09, -0.03, -0.22, -0.10, -0.62, 0.06, -0.12, 0.10, 0.09, 0.11, 0.12, 0.12, 0.11, -0.05, -0.57, -0.01, -0.17, 0.06, -0.14, -0.14, -0.10, 0.11, -0.03, 0.11, 0.11, 0.09, 0.12, 0.09, 0.12, 0.12, 0.86, -0.56, -0.13, -0.08, -0.08, -0.03, -0.16, -0.60, 0.04, -0.13, 0.10, 0.10, 0.10, 0.12, 0.20, 0.02, 0.21, -0.39, -0.12, -0.10, -0.10, -0.06, -0.11, -0.37, -0.12, -0.10, -0.11, -0.09, -0.10, 0.08, 0.10, 0.10, 0.09, 0.06, 0.06, 0.10, 0.09, 0.10, 0.08, 0.00, -0.65, 0.05, -0.14, 0.08, 0.08, 0.07]}


[3]
{"formula": "C29H32Cl2HfNOP2", "method": "wB97M-V/def2-TZVPD", "e_tot_ev": -79033.7627, "spin_multiplicity": 1, "charge": 3, "homo_ev": -17.137, "elements": ["Hf", "C", "N", "P", "C", "C", "C", "C", "C", "C", "C", "C", "C", "C", "C", "C", "P", "C", "C", "C", "C", "C", "C", "C", "C", "C", "C", "C", "C", "H", "H", "H", "H", "H", "H", "H", "H", "H", "H", "H", "H", "H", "H", "H", "H", "H", "H", "H", "H", "H", "H", "H", "Cl", "C", "Cl", "H", "H", "C", "C", "C", "O", "H", "H", "H", "H", "H", "H", "H"], "coordinates": [[-0.03040, -0.59900, 0.52720], [3.15810, 1.39100, 2.98950], [2.10030, 0.77090, 2.18180], [2.43920, 0.32760, 0.53990], [4.09980, -0.36430, 0.65090], [4.23650, -1.72350, 0.93150], [5.49430, -2.24560, 1.16950], [6.60840, -1.41580, 1.12450], [6.46940, -0.06740, 0.82890], [5.21830, 0.46910, 0.58750], [2.58030, 1.88080, -0.39040], [3.26410, 1.82220, -1.60930], [3.42160, 2.96690, -2.36690], [2.88810, 4.16970, -1.92470], [2.18690, 4.22440, -0.72660], [2.02380, 3.08610, 0.04510], [0.56820, 0.38210, 2.85270], [0.87240, -0.17130, 4.53450], [1.81070, -1.19180, 4.73370], [1.96560, -1.73200, 5.99490], [1.17520, -1.28120, 7.04610], [0.25110, -0.26500, 6.84830], [0.08040, 0.28580, 5.58940], [-0.44220, 1.89690, 2.88450], [-1.68650, 1.79260, 2.25380], [-2.55490, 2.86930, 2.22300], [-2.16940, 4.07510, 2.79620], [-0.93690, 4.18210, 3.42800], [-0.06920, 3.09990, 3.48220], [4.06270, 0.78140, 2.96170], [2.82860, 1.46330, 4.02550], [3.39720, 2.38720, 2.61770], [3.35510, -2.35860, 0.94540], [5.61520, -3.29500, 1.38550], [7.58840, -1.82420, 1.31940], [7.33930, 0.57000, 0.78720], [5.11120, 1.51850, 0.35710], [3.67950, 0.88010, -1.94260], [3.97550, 2.92310, -3.29020], [3.01910, 5.06340, -2.51470], [1.78150, 5.16420, -0.38430], [1.48900, 3.13710, 0.98780], [2.42180, -1.53020, 3.90500], [2.69700, -2.50680, 6.16240], [1.28270, -1.72890, 8.02200], [-0.34060, 0.09280, 7.67650], [-0.65180, 1.06440, 5.42870], [-1.99960, 0.81520, 1.85550], [-3.52910, 2.76770, 1.77000], [-2.83380, 4.92580, 2.76330], [-0.65660, 5.11080, 3.90170], [0.88510, 3.18630, 3.98580], [-2.57160, -0.35010, -0.57440], [-2.09260, 0.98720, -1.62970], [-0.45440, 1.45920, -1.14420], [-2.77380, 1.83340, -1.49420], [-2.07550, 0.64070, -2.66700], [-0.09880, -3.30930, 1.11760], [-0.33310, -3.19520, -0.40680], [0.55650, -4.16810, -1.17520], [-0.07480, -1.85360, -0.78390], [-0.26450, -4.33900, 1.44260], [-0.81210, -2.66790, 1.68370], [0.95470, -3.06290, 1.34200], [-1.38910, -3.41610, -0.64600], [1.60290, -4.02710, -0.91420], [0.43570, -4.01520, -2.24340], [0.27160, -5.18940, -0.94660]], "lowdin_charge": [1.32, -0.09, -0.50, 0.93, -0.37, -0.09, -0.04, -0.01, -0.02, -0.08, -0.43, -0.10, -0.03, -0.02, -0.04, -0.13, 0.89, -0.37, -0.10, -0.04, -0.02, -0.03, -0.06, -0.39, -0.17, -0.05, -0.01, -0.02, -0.06, 0.09, 0.09, 0.10, 0.09, 0.12, 0.13, 0.13, 0.12, 0.12, 0.13, 0.13, 0.12, 0.09, 0.10, 0.12, 0.13, 0.13, 0.11, 0.04, 0.12, 0.13, 0.13, 0.12, 0.69, -0.79, 0.71, 0.08, 0.08, -0.06, -0.49, -0.01, -0.38, 0.13, 0.07, 0.08, 0.16, 0.09, 0.10, 0.11]}


We obtain frontier orbital gap values of 0.26261 0.26896 0.23516 Eh for the records listed above, in that order.
We obtain F_max values of 0.502 0.246 2.268 eV/Å for the records listed above, in that order.
We obtain LUMO values of -0.23647 0.07496 -0.39462 Eh for the records listed above, in that order.